Below is a 3-piece molecular cluster, C22H31O7PS2 overall, with properties calculated with the ωB97M-V functional and the def2-TZVPD basis.

```
63
C22H31O7PS2 the ωB97M-V functional and the def2-TZVPD basis
C -2.0664 3.4908 -0.1233
C -1.1895 2.3986 -1.0279
O 0.0353 2.7924 -1.3871
O -1.7872 1.0821 -1.4060
C -0.8054 0.0548 -0.9219
C -1.4732 -1.4427 -0.7442
C -1.2740 -2.2309 -2.1562
C 0.1106 -3.0623 -2.3521
C 1.4895 -2.2941 -1.9325
S 2.2580 -1.2816 -3.3594
C -3.1240 -1.2159 -0.5822
C -3.5460 -0.4508 0.8009
C -2.7005 -0.8838 2.1360
P -1.4579 0.5028 2.7139
O -2.5335 1.8472 3.1195
O -0.7706 0.0449 4.2736
O -2.0951 -2.2211 2.0940
S -0.9559 -2.3614 0.7984
O 0.4117 -1.9017 1.4031
O -0.8042 -3.9204 0.5967
H -1.5744 4.5563 -0.2932
H -3.2048 3.5029 -0.3970
H -1.8595 3.2091 0.9945
H -0.2782 0.4325 0.0805
H 0.0652 0.0877 -1.7386
H -1.4146 -1.5328 -3.1144
H -2.1649 -3.0216 -2.2354
H 0.2032 -3.3035 -3.5181
H 0.1237 -4.1364 -1.8310
H 1.4262 -1.6156 -0.9823
H 2.3069 -3.1234 -1.6913
H 3.2023 -0.4336 -2.7072
H -3.6133 -0.7731 -1.5632
H -3.5602 -2.3238 -0.4956
H -4.7140 -0.5388 1.0297
H -3.3590 0.7167 0.6486
H -3.5007 -0.9224 3.0226
H -2.8959 1.7101 4.0558
H 0.2365 0.0764 4.1026
C 4.0600 -1.6610 5.8665
C 3.4180 -2.2236 6.9693
C 2.1957 -2.8754 6.8081
C 1.6126 -2.9610 5.5437
C 2.2501 -2.3903 4.4424
C 3.4742 -1.7417 4.6029
H 5.0155 -1.1590 5.9914
H 3.8710 -2.1547 7.9552
H 1.6974 -3.3167 7.6673
H 0.6617 -3.4711 5.4173
H 1.7929 -2.4518 3.4578
H 3.9719 -1.2991 3.7442
C 1.2723 3.4128 -6.6240
C 1.0743 2.4849 -5.6020
C 0.8667 2.9208 -4.2937
C 0.8614 4.2859 -4.0062
C 1.0687 5.2136 -5.0266
C 1.2726 4.7779 -6.3356
H 1.4273 3.0731 -7.6444
H 1.0809 1.4209 -5.8255
H 0.7090 2.1974 -3.4981
H 0.6972 4.6259 -2.9875
H 1.0706 6.2774 -4.8018
H 1.4317 5.5011 -7.1311
```

Its highest occupied orbital energy is -9.0106 eV. As for the SMILES: CC(=O)OC[C@]1(CCCS)CC[C@H](P(O)O)OS1(=O)=O.c1ccccc1.c1ccccc1. Its total charge is 0. The electronic energy is -68601.1424 eV. For the gap between HOMO and LUMO, the calculation gives 8.89 eV.

Results of the Mulliken charge analysis, in e, for atoms 1 through 6: -0.75 0.70 -0.53 -0.33 -0.34 0.66



Below is C22H32CoNO6S2Sb as an isolated structure, with properties calculated with the ωB97M-V functional and the def2-TZVPD basis.

```
65
C22H32CoNO6S2Sb the ωB97M-V functional and the def2-TZVPD basis
Co 1.6962 -0.9303 -0.2745
O 1.8769 2.4554 -1.8480
S 1.4055 1.0881 -1.8034
O 0.4893 0.8132 -2.9084
O 2.5387 0.1132 -1.8204
O 0.6859 0.8075 -0.4942
C -0.7282 -1.7830 -2.0488
N -0.5070 -1.9730 -0.6218
C -1.6349 -1.4569 0.1311
C -0.2714 -3.3865 -0.3548
C 1.1087 -3.7713 -0.8285
C 1.3321 -5.0299 -1.3668
C 2.6121 -5.4242 -1.7169
C 3.6623 -4.5467 -1.5146
C 3.4228 -3.2697 -1.0287
C 2.1442 -2.8314 -0.6767
H -1.6936 -2.2153 -2.3629
H 0.0727 -2.2704 -2.6032
H -0.6964 -0.7228 -2.2949
H -2.5838 -1.9327 -0.1756
H -1.7112 -0.3801 -0.0360
H -1.4773 -1.6408 1.1934
H -1.0492 -4.0149 -0.8321
H -0.3203 -3.5468 0.7294
H 0.4990 -5.7129 -1.5142
H 2.7800 -6.4058 -2.1465
H 4.6763 -4.8600 -1.7364
H 4.2528 -2.5854 -0.9125
C -4.3598 2.7611 -2.3294
C -3.3455 3.4560 -1.4487
Sb -1.3470 2.3594 -1.4627
C -0.7431 3.8619 0.0496
C 0.6330 3.6707 0.6507
C -0.6944 3.6292 -3.1443
C -0.9453 2.9791 -4.4926
H -5.3289 3.2738 -2.3515
H -4.5287 1.7441 -1.9808
H -3.9897 2.7017 -3.3497
H -3.7194 3.4762 -0.4253
H -3.2431 4.4921 -1.7656
H -1.5110 3.8456 0.8268
H -0.8031 4.8278 -0.4623
H 0.6398 2.8472 1.3573
H 0.9686 4.5741 1.1682
H 1.3416 3.4191 -0.1326
H 0.3747 3.7338 -2.9767
H -1.1922 4.6027 -3.0784
H -0.4461 2.0132 -4.4953
H -0.5500 3.5888 -5.3111
H -2.0129 2.8325 -4.6624
O -0.7649 0.5448 7.1375
C -0.1275 -0.6418 6.7917
O -0.0565 -1.5153 7.6485
C 0.4287 -0.7191 5.4652
C 0.1644 0.2045 4.4237
C 0.8390 0.1407 3.2317
C 1.8258 -0.8345 3.0060
S 2.8797 -0.7905 1.6240
C 2.0276 -1.8132 3.9979
C 1.3403 -1.7633 5.1785
H -0.6176 1.1889 6.4347
H -0.6029 0.9631 4.5489
H 0.6305 0.8492 2.4409
H 2.7585 -2.5868 3.8052
H 1.4952 -2.5042 5.9512
```

Its highest occupied orbital energy (alpha / beta) is -2.0944 / -1.8201 eV. For the energy relative to the best compared isomer or geometry (same formula, charge and spin), the calculation gives 116.7 kJ/mol. Its total charge is -2. Its spin multiplicity is 2. The electronic energy is -102944.5756 eV. For the gap between HOMO and LUMO (alpha / beta), the calculation gives 6.54 / 6.26 eV.

Results of the Mulliken charge analysis, in e, for atoms 1 through 6: -0.07 -0.89 1.32 -0.62 -0.72 -0.15



Below is a 6-piece molecular cluster, C22H32F12O10 overall, with properties calculated with the ωB97M-V functional and the def2-TZVPD basis.

```
76
C22H32F12O10 the ωB97M-V functional and the def2-TZVPD basis
C -4.6141 0.2919 2.0655
C -3.2931 1.0048 2.2272
O -3.0434 1.1681 3.6212
C -2.2295 2.1984 3.9667
O -1.8443 3.0837 3.2460
C -2.0187 2.2905 5.4799
F -2.4144 1.2268 6.1392
F -0.7015 2.4659 5.6469
F -2.6016 3.4055 5.9406
H -5.3800 0.7465 2.6924
H -4.5224 -0.7740 2.2710
H -4.8937 0.4548 1.0239
H -3.3995 1.9728 1.7344
H -2.4969 0.5099 1.6693
C -0.3951 -5.0006 0.8259
C -0.3502 -3.9187 1.8838
O 1.0507 -3.4807 1.9802
C 1.8825 -4.2315 2.6935
O 1.5274 -5.1243 3.3864
C 3.3593 -3.8527 2.3753
F 3.9626 -4.9347 1.9109
F 3.4717 -2.8391 1.4814
F 4.0144 -3.4832 3.4756
H 0.0399 -5.9133 1.2307
H 0.0941 -4.6189 -0.0705
H -1.3994 -5.2695 0.4958
H -0.7333 -4.3370 2.8136
H -0.9063 -3.0157 1.6399
C 1.7927 2.2002 2.6249
C 2.9860 2.5584 1.7067
O 3.7982 1.4156 1.5204
C 4.5865 1.3187 0.4398
O 4.6522 2.1585 -0.4256
C 5.5695 0.1303 0.4761
F 5.6805 -0.3176 -0.7711
F 6.7260 0.5732 0.9601
F 5.1616 -0.8566 1.2898
H 1.1083 1.4054 2.3308
H 1.1911 3.0788 2.8646
H 2.1227 1.9392 3.6331
H 3.6344 3.3151 2.1501
H 2.5479 3.0430 0.8334
C -3.4329 -1.0852 -2.9653
C -3.9466 0.2920 -2.4364
O -3.5343 1.3715 -3.2289
C -3.7908 2.6254 -2.7873
O -4.1798 2.8843 -1.6580
C -3.3988 3.7266 -3.7819
F -4.1251 3.6399 -4.8860
F -3.5335 4.8972 -3.2266
F -2.0932 3.5643 -4.1033
H -3.8632 -1.3842 -3.9217
H -3.5359 -1.9139 -2.2675
H -2.3650 -0.9959 -3.1716
H -3.6166 0.3909 -1.4019
H -5.0366 0.2778 -2.3740
C 1.2463 0.0812 -4.4403
C 2.6928 -0.2812 -4.0700
C 3.7138 -0.2505 -5.2051
O 2.9901 -0.7249 -2.9779
H 1.1652 0.7838 -5.2682
H 0.6398 0.4460 -3.6109
H 0.7630 -0.8616 -4.7052
H 3.3374 -0.7913 -6.0751
H 4.5731 -0.7828 -4.7999
H 3.9478 0.7449 -5.5816
C 0.8611 -0.9387 -0.1544
C -0.3525 -0.1932 -0.5012
C -0.2508 1.3082 -0.6933
O -1.4530 -0.7004 -0.6018
H 1.3315 -0.5590 0.7555
H 1.6231 -0.6518 -0.8838
H 0.6674 -2.0067 -0.0984
H -1.1015 1.6405 -1.2902
H 0.5950 1.6036 -1.3169
H -0.2599 1.8551 0.2496
```

Its highest occupied orbital energy is -10.0098 eV. As for the SMILES: CCOC(=O)C(F)(F)F.CCOC(=O)C(F)(F)F.CCOC(=O)C(F)(F)F.CCOC(=O)C(F)(F)F.CC(C)=O.CC(C)=O. Its total charge is 0. The electronic energy is -76418.2739 eV. For the gap between HOMO and LUMO, the calculation gives 10.39 eV.

Results of the Mulliken charge analysis, in e, for atoms 1 through 6: -1.26 0.20 -0.27 0.44 -0.53 0.83



Below is C22H32F4N4O20SY as an isolated structure, with properties calculated with the ωB97M-V functional and the def2-TZVPD basis.

```
84
C22H32F4N4O20SY the ωB97M-V functional and the def2-TZVPD basis
Y -0.0364 -0.9812 -0.8785
S 0.9519 -0.3466 1.7658
O 2.3234 -0.6963 1.8911
O 0.8798 0.4862 0.4486
O 0.1149 -1.5374 1.4084
O 0.4628 0.3234 2.9360
C -2.8810 5.0643 -1.4090
C -1.9157 4.6491 -2.4996
C -0.6515 3.9388 -1.9564
C -0.7819 2.5118 -1.7271
N -1.0280 1.3784 -1.6152
H -3.2798 4.2067 -0.8454
H -3.7397 5.6137 -1.8028
H -2.4563 5.7536 -0.6353
H -1.4644 5.6139 -2.8984
H -2.4687 4.0868 -3.2838
H -0.2733 4.3664 -1.0359
H 0.0954 3.9891 -2.7388
C 0.4563 -3.6884 -5.1510
C -0.0688 -2.5859 -6.0062
C -0.0594 -1.1246 -5.4617
C -0.6472 -1.0617 -4.1656
N -1.1150 -1.1166 -3.1437
H 1.4736 -3.4373 -4.7704
H 0.5630 -4.6012 -5.7438
H -0.1184 -3.9342 -4.2928
H -1.1189 -2.7637 -6.3415
H 0.6177 -2.6202 -6.8529
H -0.6268 -0.5261 -6.1986
H 0.9232 -0.7521 -5.3231
C 2.2803 -3.8449 0.8613
N 2.9952 -3.2093 -0.2740
O 2.4400 -2.7329 -1.2617
O 4.2092 -3.2270 -0.1581
H 2.8368 -4.7466 1.1554
H 1.2284 -4.0780 0.6043
H 2.2484 -3.1283 1.6720
C -2.6505 0.1660 2.0808
N -3.3168 -0.3950 0.7888
O -4.5398 -0.5427 0.8464
O -2.6204 -0.7418 -0.1701
H -2.5005 -0.7723 2.6295
H -3.3195 0.8699 2.5591
H -1.7021 0.5825 1.7102
C 3.3065 2.8754 3.0773
C 1.8681 3.3618 3.3049
O 1.5192 3.9799 2.0264
C 2.6442 4.0848 1.2599
O 2.6660 4.6469 0.2291
O 3.6439 3.3845 1.8168
F 1.8680 4.3497 4.2430
H 3.2814 1.7934 3.0803
H 3.8966 3.3047 3.8545
H 1.0829 2.6269 3.5690
C -4.1783 -3.8251 -0.8814
C -3.7714 -4.0912 0.5442
O -2.3792 -3.6739 0.4979
C -1.9772 -3.4740 -0.7707
O -0.8188 -3.2016 -1.0929
O -2.9715 -3.5851 -1.6122
F -3.7052 -5.3818 0.9169
H -4.8569 -2.9669 -1.0078
H -4.7161 -4.7252 -1.2561
H -4.2174 -3.4656 1.3216
C 5.0151 -0.4807 -1.4133
C 5.0737 -0.7420 -2.9596
O 3.7377 -0.5515 -3.4138
C 2.9545 -0.4323 -2.3603
O 1.7458 -0.3852 -2.4207
O 3.6000 -0.3079 -1.2221
F 5.5431 -2.0364 -3.1807
H 5.3917 0.4829 -1.1926
H 5.4470 -1.3094 -0.8620
H 5.6934 -0.0411 -3.6098
C -1.3130 0.6576 6.4949
C -1.1953 2.0905 6.0087
O -2.1227 2.8063 6.7305
C -3.0992 1.9068 7.2450
O -4.1799 2.2595 7.5645
O -2.6771 0.6354 7.0552
F -1.4626 2.0732 4.6134
H -0.6787 0.4818 7.3568
H -1.1951 -0.1295 5.7238
H -0.1828 2.5961 6.0048
```

Its highest occupied orbital energy is -11.9454 eV. For the energy relative to the best compared isomer or geometry (same formula, charge and spin), the calculation gives 45.9 kJ/mol. Its total charge is +1. The electronic energy is -92986.3038 eV. For the gap between HOMO and LUMO, the calculation gives 8.74 eV.

Results of the Mulliken charge analysis, in e, for atoms 1 through 6: 1.54 0.59 -0.73 -0.22 -0.59 -0.29